No. 1
C15H26N4O3 | ωB97M-V with the def2-TZVPD basis set

Atoms and positions in Å:
C (-4.982, 2.948, -0.694)
C (-5.926, 1.790, -0.403)
O (-5.251, 0.535, -0.456)
C (-4.576, 0.185, 0.665)
O (-4.539, 0.856, 1.669)
N (-3.984, -1.028, 0.548)
C (-3.862, -1.732, -0.708)
C (-2.500, -1.417, -1.330)
C (-1.424, -1.516, -0.276)
N (-0.226, -1.109, -0.383)
N (0.247, -0.550, -1.510)
C (1.551, -0.078, -1.599)
O (1.944, 0.429, -2.629)
N (2.268, -0.254, -0.475)
C (3.635, 0.189, -0.325)
C (3.740, 1.278, 0.747)
C (5.184, 1.747, 0.888)
C (6.097, 0.575, 1.234)
C (5.992, -0.512, 0.169)
C (4.549, -0.986, 0.028)
C (-1.838, -2.147, 1.019)
C (-3.076, -1.450, 1.600)
H (-5.541, 3.879, -0.711)
H (-4.223, 3.006, 0.083)
H (-4.496, 2.807, -1.657)
H (-6.376, 1.911, 0.587)
H (-6.709, 1.719, -1.162)
H (-3.960, -2.804, -0.511)
H (-4.672, -1.424, -1.368)
H (-2.518, -0.398, -1.733)
H (-2.291, -2.102, -2.158)
H (-0.329, -0.425, -2.337)
H (1.792, -0.676, 0.308)
H (3.923, 0.603, -1.297)
H (3.390, 0.875, 1.701)
H (3.095, 2.116, 0.477)
H (5.510, 2.195, -0.053)
H (5.249, 2.513, 1.663)
H (5.807, 0.163, 2.203)
H (7.130, 0.920, 1.312)
H (6.336, -0.115, -0.789)
H (6.634, -1.356, 0.431)
H (4.215, -1.429, 0.969)
H (4.476, -1.749, -0.750)
H (-1.016, -2.097, 1.731)
H (-2.062, -3.201, 0.833)
H (-3.598, -2.128, 2.286)
H (-2.791, -0.557, 2.162)

Results
- relative energy (zero: lowest compared OMol25 entry of this formula, charge and spin) (kJ/mol) = 85.74
- structure (SMILES) = CCOC(=O)N1CCC(=NNC(=O)NC2CCCCC2)CC1
- HOMO-LUMO gap (eV) = 9.5
- HOMO (eV) = -8.9



No. 2
C14H17ClFNO2 | ωB97M-V with the def2-TZVPD basis set

Atoms and positions in Å:
C (-0.323, 2.589, 0.666)
C (-1.155, 1.507, -0.014)
N (-0.336, 0.337, -0.239)
C (-0.222, -0.279, -1.429)
O (-0.774, 0.094, -2.441)
C (0.703, -1.506, -1.388)
C (2.105, -1.080, -1.081)
C (2.606, -1.121, 0.217)
F (1.794, -1.577, 1.202)
C (3.884, -0.723, 0.553)
C (4.714, -0.251, -0.448)
C (4.259, -0.184, -1.753)
C (2.970, -0.591, -2.061)
Cl (2.427, -0.481, -3.695)
C (-2.374, 1.126, 0.853)
C (-3.346, 0.175, 0.137)
C (-3.735, -0.813, 1.234)
C (-2.459, -0.850, 2.070)
O (-1.942, 0.466, 2.041)
H (-0.897, 3.507, 0.750)
H (0.577, 2.789, 0.090)
H (-0.044, 2.259, 1.664)
H (-1.505, 1.844, -0.996)
H (0.084, -0.057, 0.589)
H (0.343, -2.197, -0.625)
H (0.658, -1.987, -2.365)
H (4.208, -0.786, 1.579)
H (5.717, 0.066, -0.211)
H (4.899, 0.185, -2.538)
H (-2.881, 2.051, 1.161)
H (-4.199, 0.708, -0.276)
H (-2.832, -0.339, -0.676)
H (-4.011, -1.792, 0.851)
H (-4.559, -0.417, 1.829)
H (-2.625, -1.117, 3.115)
H (-1.733, -1.555, 1.636)

Results
- structure (SMILES) = C[C@@H](NC(=O)Cc1c(F)cccc1Cl)[C@H]1CCCO1
- HOMO-LUMO gap (eV) = 9.9
- HOMO (eV) = -9.1



No. 3
C7H5Br2F2N | ωB97M-V with the def2-TZVPD basis set

Atoms and positions in Å:
C (-2.262, 0.202, -0.469)
C (-1.544, -0.884, -1.007)
C (-1.502, 1.192, 0.106)
C (-0.173, -1.004, -0.993)
C (-0.135, 1.209, -0.074)
C (0.564, 0.120, -0.615)
C (2.039, 0.241, -0.482)
N (1.844, -0.671, 2.213)
F (1.132, -1.890, 2.261)
F (0.952, 0.329, 2.460)
Br (3.013, -1.188, -1.206)
Br (2.971, 1.739, -0.180)
H (-3.376, 0.198, -0.363)
H (-2.178, -1.714, -1.285)
H (-2.048, 1.934, 0.653)
H (0.493, -1.902, -1.369)
H (0.211, 2.088, 0.350)

Results
- ⟨S²⟩ = 2.03
- HOMO-LUMO gap (spin up / spin down) (eV) = 8.1 / 8.0
- multiplicity = 3
- HOMO (spin up / spin down) (eV) = -7.5 / -9.6



No. 4
C3H9NO | ωB97M-V with the def2-TZVPD basis set

Atoms and positions in Å:
N (1.528, -0.952, -0.297)
C (1.063, 0.154, 0.549)
C (-0.146, 0.932, 0.007)
C (-1.240, 0.009, -0.517)
O (-1.408, -1.065, 0.426)
H (1.795, -0.643, -1.214)
H (0.762, -1.630, -0.365)
H (0.800, -0.295, 1.519)
H (1.917, 0.828, 0.762)
H (0.148, 1.605, -0.806)
H (-0.566, 1.620, 0.769)
H (-2.224, 0.528, -0.717)
H (-0.912, -0.432, -1.446)
H (-1.515, -0.659, 1.329)

Results
- relative energy (zero: lowest compared OMol25 entry of this formula, charge and spin) (kJ/mol) = 94.25
- structure (SMILES) = NCCCO
- HOMO-LUMO gap (eV) = 10.1
- HOMO (eV) = -9.2



No. 5
C30H35MoO3 | ωB97M-V with the def2-TZVPD basis set

Atoms and positions in Å:
O (-5.672, 3.288, -1.050)
C (-4.516, 3.378, -1.051)
Mo (-2.409, 3.786, -1.359)
C (-1.865, 3.102, 0.594)
O (-1.751, 2.967, 1.749)
C (-0.278, 1.409, -0.387)
O (-0.187, 0.889, -1.427)
H (0.429, 0.499, 0.807)
C (-0.836, 4.346, -2.864)
C (-2.171, 4.639, -3.322)
C (-2.784, 5.616, -2.421)
C (-1.804, 5.906, -1.385)
C (-0.626, 5.115, -1.666)
H (-0.096, 3.737, -3.404)
H (-2.593, 4.304, -4.252)
H (-3.770, 6.070, -2.547)
H (-1.916, 6.641, -0.604)
H (0.321, 5.193, -1.140)
C (-3.004, -2.253, -3.434)
C (-2.379, -2.453, -2.097)
C (-2.704, -1.561, -1.072)
C (-2.101, -1.651, 0.176)
C (-2.478, -0.593, 1.194)
C (-1.184, -2.708, 0.407)
C (-0.371, -2.740, 1.703)
C (-1.199, -3.251, 2.902)
C (0.309, -1.321, 2.082)
C (0.824, -0.500, 0.844)
C (2.293, -0.268, 0.964)
C (3.173, -0.557, -0.090)
C (2.752, -1.457, -1.229)
C (4.452, 0.003, -0.062)
C (4.897, 0.755, 1.029)
C (6.288, 1.270, 1.067)
C (3.981, 1.074, 2.041)
C (2.681, 0.562, 2.038)
C (1.757, 0.933, 3.182)
C (-1.012, -3.755, -0.531)
C (-0.254, -5.022, -0.194)
C (-1.559, -3.549, -1.794)
H (-2.818, -3.133, -4.030)
H (-4.075, -2.096, -3.306)
H (-2.561, -1.375, -3.900)
H (-3.373, -0.714, -1.258)
H (-2.545, -1.007, 2.208)
H (-1.778, 0.268, 1.160)
H (-3.480, -0.213, 0.926)
H (0.491, -3.425, 1.551)
H (-1.682, -4.212, 2.629)
H (-0.532, -3.357, 3.779)
H (-1.977, -2.515, 3.172)
H (-0.444, -0.803, 2.721)
H (1.132, -1.600, 2.803)
H (0.635, -1.189, -0.028)
H (3.506, -1.365, -2.024)
H (2.735, -2.518, -0.889)
H (1.781, -1.145, -1.668)
H (5.101, -0.211, -0.909)
H (6.371, 1.937, 1.915)
H (7.017, 0.469, 1.152)
H (6.523, 1.833, 0.167)
H (4.292, 1.727, 2.865)
H (2.277, 1.682, 3.789)
H (0.796, 1.355, 2.852)
H (1.582, 0.067, 3.839)
H (-0.468, -5.762, -0.971)
H (0.824, -4.825, -0.149)
H (-0.580, -5.435, 0.769)
H (-1.385, -4.283, -2.562)

Results
- total charge = +3
- HOMO-LUMO gap (eV) = 2.7
- HOMO (eV) = -16.3



No. 6
C3H6O3Tb | ωB97M-V with the def2-TZVPD basis set

Atoms and positions in Å:
H (-2.100, 0.228, 0.303)
O (1.228, -1.137, 0.806)
C (0.207, -1.287, 0.168)
O (0.111, -0.500, -0.919)
Tb (0.279, 2.319, -0.035)
O (-0.948, -1.435, 0.772)
C (-1.734, -0.317, 1.181)
H (-1.156, 0.365, 1.819)
H (-2.584, -0.705, 1.750)
C (1.260, -0.550, -1.793)
H (1.367, 0.482, -2.141)
H (2.248, -0.852, -1.435)
H (0.990, -1.252, -2.586)

Results
- total charge = +2
- relative energy (zero: lowest compared OMol25 entry of this formula, charge and spin) (kJ/mol) = 245.71
- ⟨S²⟩ = 15.76
- HOMO-LUMO gap (spin up / spin down) (eV) = 8.1 / 7.4
- multiplicity = 8
- HOMO (spin up / spin down) (eV) = -18.3 / -18.3



No. 7
C12H8Cl8F17O4S | ωB97M-V with the def2-TZVPD basis set

Atoms and positions in Å:
O (0.680, 0.493, 2.354)
S (-0.445, -0.280, 2.826)
O (-1.177, 0.373, 3.886)
O (-0.212, -1.687, 3.005)
O (-1.444, -0.190, 1.467)
C (-2.613, -0.844, 1.372)
F (-2.992, -1.480, 2.488)
F (-3.595, 0.036, 1.064)
C (-2.541, -1.911, 0.225)
F (-3.492, -2.850, 0.424)
F (-1.335, -2.495, 0.258)
C (-2.767, -1.313, -1.192)
F (-1.997, -0.214, -1.315)
F (-4.053, -0.949, -1.321)
C (-2.439, -2.295, -2.381)
F (-2.311, -3.549, -1.908)
F (-3.455, -2.309, -3.263)
C (-1.128, -2.000, -3.175)
F (-0.907, -3.088, -3.937)
F (-0.107, -1.893, -2.316)
C (-1.193, -0.754, -4.142)
F (-2.296, -0.024, -3.893)
F (-1.286, -1.213, -5.404)
C (0.044, 0.185, -4.073)
F (1.122, -0.524, -4.471)
F (0.233, 0.632, -2.826)
C (-0.050, 1.439, -4.989)
F (-0.299, 1.103, -6.261)
F (1.128, 2.074, -4.943)
F (-1.004, 2.275, -4.566)
C (-1.264, 3.518, 1.830)
Cl (-0.545, 4.492, 0.535)
Cl (-3.007, 3.315, 1.598)
H (-0.782, 2.546, 1.843)
H (-1.094, 4.012, 2.775)
C (1.893, -5.250, -4.175)
Cl (3.336, -5.755, -3.287)
Cl (2.013, -3.597, -4.780)
H (1.765, -5.915, -5.020)
H (1.044, -5.302, -3.504)
C (1.018, 2.984, 4.896)
Cl (2.581, 2.834, 5.720)
Cl (0.840, 4.606, 4.188)
H (0.965, 2.226, 4.121)
H (0.231, 2.838, 5.624)
C (6.634, 3.136, 6.789)
Cl (5.359, 2.077, 7.385)
Cl (7.270, 4.213, 8.046)
H (7.450, 2.523, 6.428)
H (6.223, 3.748, 5.995)

Results
- total charge = -1
- HOMO-LUMO gap (eV) = 8.9
- HOMO (eV) = -6.7



No. 8
C3H5NO | ωB97M-V with the def2-TZVPD basis set

Atoms and positions in Å:
C (-0.651, -0.905, 0.512)
C (-0.662, -0.912, -2.299)
C (0.604, 1.039, 1.098)
N (-1.070, -0.026, -2.887)
O (-0.347, 0.315, 0.380)
H (-0.103, -1.532, 1.326)
H (-0.186, -1.559, -1.539)
H (1.140, 1.284, 0.119)
H (1.171, 0.390, 1.731)
H (0.105, 1.907, 1.559)

Results
- relative energy (zero: lowest compared OMol25 entry of this formula, charge and spin) (kJ/mol) = 498.04
- HOMO-LUMO gap (eV) = 8.8
- HOMO (eV) = -8.6



No. 9
C5H14O2 | ωB97M-V with the def2-TZVPD basis set

Atoms and positions in Å:
C (1.054, 0.618, 2.148)
C (-0.099, 0.379, 1.545)
C (-1.244, -0.242, 2.289)
C (-0.402, 0.895, 0.169)
C (0.424, 2.024, -0.403)
H (1.262, 0.267, 3.153)
H (1.850, 1.205, 1.706)
H (-1.954, 0.548, 2.555)
H (-0.907, -0.759, 3.184)
H (-1.779, -0.969, 1.684)
H (-0.436, 0.033, -0.503)
H (-1.462, 1.188, 0.188)
H (1.477, 1.761, -0.519)
H (0.422, 2.909, 0.247)
H (0.055, 2.331, -1.376)
O (-1.191, -0.876, -3.770)
H (-1.400, -0.510, -4.634)
H (-2.016, -1.259, -3.457)
O (1.484, -2.160, -0.702)
H (1.511, -1.364, -0.161)
H (2.309, -2.628, -0.534)

Results
- relative energy (zero: lowest compared OMol25 entry of this formula, charge and spin) (kJ/mol) = 52.60
- structure (SMILES) = C=C(C)CC.O.O
- HOMO-LUMO gap (eV) = 10.2
- HOMO (eV) = -9.3



No. 10
H26NeO13 | ωB97M-V with the def2-TZVPD basis set

Atoms and positions in Å:
Ne (-18.353, -2.960, 3.093)
O (-19.208, -0.465, 1.729)
H (-19.691, -1.143, 1.257)
H (-19.695, -0.346, 2.544)
O (-21.884, -2.736, 6.085)
H (-22.382, -2.279, 5.406)
H (-21.313, -3.333, 5.602)
O (-19.636, -5.938, 2.770)
H (-19.672, -6.855, 3.044)
H (-20.331, -5.511, 3.271)
O (-16.755, -3.534, 0.573)
H (-16.836, -3.054, 1.397)
H (-16.273, -4.328, 0.804)
O (-15.979, -2.898, 6.452)
H (-15.433, -3.424, 7.036)
H (-16.857, -3.269, 6.545)
O (-20.840, -1.812, -0.174)
H (-21.707, -1.894, -0.572)
H (-20.584, -2.711, 0.030)
O (-19.468, -4.091, 0.746)
H (-19.466, -4.649, 1.524)
H (-18.546, -4.017, 0.500)
O (-17.295, -5.281, 4.088)
H (-17.682, -4.896, 4.875)
H (-18.045, -5.519, 3.543)
O (-15.396, -0.630, 4.813)
H (-16.155, -0.181, 5.183)
H (-15.422, -1.505, 5.201)
O (-15.002, -1.032, 2.026)
H (-15.252, -0.831, 2.928)
H (-15.604, -0.517, 1.490)
O (-18.392, -4.184, 6.364)
H (-18.606, -4.803, 7.062)
H (-18.689, -3.336, 6.695)
O (-16.800, 0.548, 0.739)
H (-16.961, 0.452, -0.200)
H (-17.544, 0.116, 1.156)
O (-22.224, -1.618, 2.756)
H (-22.952, -1.246, 2.260)
H (-22.124, -2.505, 2.409)

Results
- relative energy (zero: lowest compared OMol25 entry of this formula, charge and spin) (kJ/mol) = 117.15
- HOMO-LUMO gap (eV) = 8.7
- HOMO (eV) = -9.4



No. 11
C7H14 | ωB97M-V with the def2-TZVPD basis set

Atoms and positions in Å:
C (-1.117, 0.897, -1.470)
C (-0.976, -0.132, -0.372)
C (-2.278, -0.587, 0.239)
C (0.122, -1.070, -0.492)
C (1.421, -0.447, 0.460)
C (2.701, -0.167, -0.055)
C (0.981, 0.947, 0.816)
H (-1.536, 0.441, -2.378)
H (-1.775, 1.722, -1.172)
H (-0.144, 1.325, -1.743)
H (-0.265, 0.748, 0.657)
H (-2.865, 0.241, 0.656)
H (-2.893, -1.050, -0.548)
H (-2.130, -1.340, 1.021)
H (-0.087, -2.053, -0.064)
H (0.532, -1.174, -1.497)
H (1.457, -1.095, 1.339)
H (3.611, -0.663, 0.274)
H (2.792, 0.500, -0.910)
H (1.168, 1.699, 0.045)
H (1.288, 1.307, 1.798)

Results
- relative energy (zero: lowest compared OMol25 entry of this formula, charge and spin) (kJ/mol) = 457.39
- HOMO-LUMO gap (spin up / spin down) (eV) = 7.5 / 7.8
- HOMO (spin up / spin down) (eV) = -7.0 / -7.3



No. 12
C6H14O2 | ωB97M-V with the def2-TZVPD basis set

Atoms and positions in Å:
O (-2.955, 0.691, -0.755)
C (-2.910, 0.103, 0.298)
C (-1.644, -0.034, 1.039)
C (-0.366, 0.262, 0.457)
C (-0.232, 1.807, 0.295)
C (0.011, -0.385, -0.923)
C (-0.311, -1.875, -1.017)
H (-3.836, -0.127, 0.843)
H (-1.824, 0.007, 2.112)
H (4.795, -0.700, -0.105)
H (0.459, -0.101, 1.122)
H (0.773, 2.078, -0.027)
H (-0.248, 2.183, 1.323)
H (-1.097, 2.213, -0.213)
H (-0.607, 0.167, -1.633)
H (1.072, -0.154, -1.067)
H (0.196, -2.396, -1.828)
H (-1.394, -1.998, -1.129)
H (0.036, -2.381, -0.114)
H (4.531, -0.506, -0.766)
H (3.150, 0.675, 1.334)
O (2.401, 0.471, 0.753)

Results
- relative energy (zero: lowest compared OMol25 entry of this formula, charge and spin) (kJ/mol) = 775.74
- HOMO-LUMO gap (eV) = 3.9
- HOMO (eV) = -7.7